{"formula": "C26H18Cl3N4OReS", "method": "the ωB97M-V functional and the def2-TZVPD basis", "total_charge": -1, "s2": 0.93, "orbital_gap_ev": [5.55, 5.70], "multiplicity": 2, "symbols": ["Re", "N", "C", "S", "N", "N", "C", "C", "C", "C", "C", "C", "C", "C", "C", "C", "C", "C", "N", "H", "H", "H", "H", "H", "H", "H", "H", "H", "H", "H", "Cl", "C", "C", "C", "Cl", "C", "O", "C", "Cl", "C", "H", "H", "C", "C", "C", "C", "C", "C", "C", "H", "H", "H", "H", "H"], "positions_angstrom": [[-0.06, -0.99, 0.22], [-0.77, -1.27, 4.64], [-0.58, -0.98, 3.31], [-0.34, -2.38, 2.26], [-0.69, 0.25, 2.92], [-0.57, 0.48, 1.60], [-1.04, 1.63, 1.11], [-1.79, 2.61, 1.91], [-1.23, 3.29, 2.99], [-1.99, 4.21, 3.70], [-3.31, 4.44, 3.37], [-3.88, 3.75, 2.31], [-3.12, 2.85, 1.58], [-0.85, 1.83, -0.29], [-1.15, 3.03, -0.96], [-0.90, 3.14, -2.30], [-0.33, 2.05, -2.99], [-0.05, 0.90, -2.28], [-0.30, 0.77, -0.98], [-0.40, -2.16, 4.93], [-0.64, -0.50, 5.27], [-0.20, 3.12, 3.25], [-1.54, 4.75, 4.52], [-3.90, 5.15, 3.93], [-4.92, 3.92, 2.05], [-3.57, 2.31, 0.76], [-1.57, 3.84, -0.40], [-1.12, 4.06, -2.83], [-0.11, 2.11, -4.04], [0.40, 0.04, -2.75], [7.73, -0.57, 0.97], [6.10, -0.59, 0.38], [5.04, -0.59, 1.27], [3.76, -0.60, 0.77], [2.43, -0.59, 1.87], [3.42, -0.63, -0.61], [2.24, -0.64, -1.05], [4.58, -0.62, -1.46], [4.30, -0.63, -3.16], [5.87, -0.60, -0.99], [5.22, -0.57, 2.34], [6.69, -0.60, -1.69], [-0.36, -2.36, -1.03], [-0.87, -3.25, -1.97], [-0.44, -4.58, -2.10], [-0.97, -5.41, -3.07], [-1.95, -4.94, -3.94], [-2.38, -3.63, -3.84], [-1.86, -2.79, -2.88], [0.32, -4.95, -1.42], [-0.62, -6.43, -3.16], [-2.36, -5.60, -4.70], [-3.13, -3.26, -4.52], [-2.20, -1.77, -2.79]]}